Formula: C48H40Cl2GeMoN10O2P
Source: OMol25
Level of theory: wB97M-V/def2-TZVPD

ΔE to the lowest compared entry with this formula, charge and spin   81.3 kcal/mol
Orbital gap (spin up / spin down)   5.960 / 5.580 eV
E_LUMO (spin up / spin down)   -0.2187 / -0.2759 hartree
Charge   +2
2S+1   4

Positions of all 105 atoms, in Å:
Mo  -0.13908  -0.97920  -0.50485
Ge  1.43173  2.04645  1.06620
Cl  4.78889  -5.64785  -1.86022
Cl  4.25290  -4.41276  -4.71506
P  -3.51885  -1.26826  -0.95017
O  2.68194  -3.12789  1.73084
O  0.50402  -1.34609  -4.73990
N  0.12183  -0.74754  1.69784
N  -1.17210  -0.29405  -1.95575
N  -3.60600  -2.90773  1.38278
N  -1.60279  -2.29859  0.73372
N  -1.87671  2.52773  -0.90468
N  0.52635  0.99306  -0.29047
N  -1.44210  -2.94741  -1.77743
N  1.44937  -2.23229  -0.02022
N  0.85248  -1.38391  -2.39441
N  -3.30426  -3.40351  -2.86304
C  0.15840  2.78107  5.01138
C  5.52226  -0.17840  1.88087
C  2.54542  -2.80400  -3.49667
C  3.08216  -3.86515  -0.92155
C  -0.73998  -0.11832  2.49446
C  1.97252  3.68658  0.19451
C  -2.36283  -4.30321  -3.29872
C  5.10425  0.83144  2.73997
C  0.25671  -1.05008  4.44044
C  2.14741  -2.83854  -1.04620
C  -5.06830  -2.93783  1.55623
C  0.36821  2.57087  2.60501
C  -0.79949  3.32712  2.47483
C  1.52020  4.93832  0.61196
C  -2.71342  -3.68876  2.07801
C  2.96150  3.61810  -0.79116
C  -2.70879  -2.60269  -1.93643
C  -4.70158  -3.32937  -3.32756
C  0.14564  -1.10232  -3.61528
C  3.43894  -3.81322  -3.34557
C  1.84208  -2.30872  -2.37056
C  3.46689  4.77390  -1.36775
C  -1.21450  -4.00832  -2.61836
C  -0.71441  -0.25603  3.86719
C  3.87978  1.46197  2.53488
C  1.01795  -1.55370  2.25314
C  1.14436  -1.71603  3.60912
C  3.69815  -4.36581  -2.04207
C  -2.17960  0.03553  -1.07641
C  -1.01262  3.51557  4.86230
C  -1.47488  -3.30762  1.66220
C  -1.13641  -0.45615  -3.26450
C  -1.49610  3.78645  3.58755
C  -2.61816  1.38733  -1.52055
C  3.50442  0.09294  0.59386
C  1.83252  -2.39869  1.30966
C  4.72792  -0.53870  0.79961
C  2.99320  6.01790  -0.96049
C  0.83433  2.30493  3.89470
C  -0.59256  2.63441  -1.69026
C  3.05264  1.07744  1.47291
C  -3.29385  0.64141  -3.76722
C  -2.23757  -0.18227  -4.09538
C  2.02281  6.10079  0.02787
C  -2.89847  -2.07839  0.57519
C  -3.27210  1.59333  -2.66680
C  0.42585  1.82781  -1.43015
C  -2.60015  3.83668  -0.86985
H  6.47765  -0.66831  2.04289
H  -3.02755  -4.42765  2.80413
H  1.22935  1.83101  -2.16901
H  -1.63228  2.24230  0.04058
H  5.73931  1.14081  3.56279
H  -0.66964  3.26428  -2.57113
H  -3.56537  3.70046  -0.39555
H  -1.16352  3.62447  1.49412
H  -4.06673  0.77510  -4.51628
H  3.59712  2.27544  3.19106
H  -1.44068  0.27633  4.46938
H  -5.39725  -3.96570  1.67989
H  -5.38250  -3.29197  -2.48337
H  -1.54027  3.88553  5.73394
H  -1.99053  4.54638  -0.32051
H  -5.54535  -2.51516  0.68081
H  1.72003  1.69610  4.04148
H  -0.52280  -3.71690  1.96334
H  1.91281  -2.38591  3.97322
H  1.66416  7.07039  0.35793
H  -3.70270  2.57386  -2.87959
H  0.54875  2.58022  6.00215
H  3.35119  2.65258  -1.10702
H  2.37388  -2.39258  -4.47166
H  -2.58682  -5.06295  -4.03342
H  -1.47397  0.50072  2.00488
H  -2.19905  -0.61596  -5.09121
H  3.39469  6.92227  -1.40285
H  5.06174  -1.31374  0.11571
H  -4.85486  -2.44664  -3.94679
H  -2.72491  4.19707  -1.88320
H  0.78924  5.02391  1.40690
H  3.32316  -4.27280  0.03985
H  4.24073  4.70947  -2.12426
H  -5.36104  -2.36313  2.42990
H  -0.25098  -4.49374  -2.68696
H  -4.92316  -4.21450  -3.91517
H  0.31388  -1.15912  5.51794
H  2.90638  -0.16515  -0.26930
H  -2.40048  4.37345  3.46090



Formula: C20H60F3Li2O21P
Source: OMol25
Level of theory: wB97M-V/def2-TZVPD

Orbital gap   3.364 eV
E_LUMO   0.1277 hartree
Charge   -2
2S+1   1

Positions of all 107 atoms, in Å:
P  -3.29306  -4.50273  1.04766
F  -0.02952  1.79510  2.81431
F  1.23719  0.03211  3.02559
F  0.75557  0.76591  1.08459
O  6.10861  -3.66685  -0.44132
O  -5.81891  -2.01127  -0.74228
O  -0.82148  -1.67218  2.27098
O  3.49267  3.72867  0.53906
O  -5.48287  -0.17095  -2.87946
O  -5.00962  -1.51325  1.88973
O  -6.43467  4.97629  0.34123
O  0.34194  -1.70992  -0.75069
O  -1.63225  -0.17606  0.89247
O  -3.80483  -3.95459  2.39642
O  4.34700  0.86112  -1.63513
O  4.96997  -2.41025  1.83909
O  2.13826  0.18681  -6.63592
O  1.47848  1.20105  -4.16183
O  -3.18412  -6.03010  1.26642
O  1.40241  -2.71324  4.73430
O  -1.81340  -3.99370  0.93992
O  3.43817  1.43096  5.68922
O  -4.15829  -4.32644  -0.20578
O  -4.10610  3.58771  2.69037
O  -2.64151  -2.38637  -1.16783
C  2.90162  -0.17161  -5.48923
C  -4.02748  2.58990  3.67385
C  -6.65106  6.32752  0.69372
C  2.89178  0.04692  -7.81426
C  6.37276  -4.35519  -1.65712
C  -2.89887  1.01855  -0.62877
C  0.23211  0.58023  2.32018
C  -5.17622  4.46783  0.75440
C  4.82733  -4.02017  0.08126
C  -2.44241  1.01594  0.81578
C  4.72514  -3.77634  1.56929
C  3.92264  2.41423  0.21836
C  2.08132  3.82153  0.44912
C  4.11469  -0.19668  -0.71201
C  3.72651  2.08708  -1.28002
C  -1.01572  -0.36277  2.20102
C  0.47817  1.51932  -3.24262
C  -5.33015  3.58198  1.98471
C  4.35344  -2.01148  3.02819
C  2.01946  -0.08550  -4.24208
Li  -1.49067  -3.53681  2.86380
Li  -1.34994  -2.16221  0.33980
H  3.26725  -1.20219  -5.50964
H  1.30924  -0.91203  -4.35325
H  -3.65517  1.78809  -0.82379
H  7.41693  -4.13470  -1.86964
H  3.86935  0.53132  -7.71177
H  2.82579  0.82645  5.24976
H  -4.52969  -0.76981  2.26556
H  -2.07686  1.27938  -1.29844
H  0.74092  -3.40256  4.84554
H  3.43739  1.15168  6.61016
H  5.69651  -4.17130  -2.49233
H  4.14481  -3.30893  -0.39944
H  -5.55724  -1.65229  0.13215
H  -3.35350  0.06317  -0.87555
H  1.56784  2.90244  0.73861
H  -3.32190  0.94425  1.45737
H  3.28363  -1.76249  2.92027
H  1.09196  -2.19794  3.96824
H  -3.14511  2.88648  4.24385
H  1.72706  4.62383  1.09361
H  2.66924  2.03556  -1.54064
H  -2.95218  -2.12390  -2.03572
H  2.32707  0.52002  -8.61548
H  -6.10311  4.03001  2.62137
H  -5.66939  2.59666  1.65364
H  0.88583  2.37384  -2.68936
H  -4.43987  5.23775  1.00651
H  3.70988  0.56347  -5.46888
H  -1.82334  1.87131  1.09021
H  4.23116  2.94321  -1.72854
H  0.19530  0.74756  -2.51809
H  4.45187  -1.11023  -1.20650
H  4.72578  -1.04189  3.36672
H  4.32189  -2.76312  3.82286
H  -1.78578  -0.09438  2.94481
H  -4.48745  -2.33829  2.16694
H  3.40995  1.68887  0.85348
H  0.46614  -0.75590  -0.65750
H  -4.86556  2.49368  4.37600
H  -7.65076  6.55852  0.32263
H  5.38870  -4.44952  2.12477
H  -5.98749  6.95685  0.09119
H  3.71079  -4.04693  1.87927
H  4.77428  -0.10198  0.15144
H  -6.58102  6.53091  1.76261
H  -4.75167  3.90882  -0.07818
H  0.58251  -1.91065  -1.66074
H  1.82657  4.00077  -0.60325
H  3.06765  -0.36140  -0.45028
H  6.34541  -5.42517  -1.41541
H  4.99229  2.31991  0.40653
H  -5.59020  -0.64237  -2.02161
H  -3.86740  1.54983  3.37165
H  -0.47322  1.87632  -3.64988
H  2.65428  -0.19229  -3.35420
H  -5.01407  -0.80061  -3.43220
H  -5.61803  -2.97050  -0.65593
H  -3.16696  -3.22539  -0.94540
H  4.55268  -5.04968  -0.16171
H  3.05495  -1.00265  -8.08289



Formula: CH4ClN3O
Source: OMol25
Level of theory: wB97M-V/def2-TZVPD

ΔE to the lowest compared entry with this formula, charge and spin   46.8 kcal/mol
Orbital gap (spin up / spin down)   7.860 / 8.415 eV
E_LUMO (spin up / spin down)   0.0176 / 0.0131 hartree
2S+1   1

Positions of all 10 atoms, in Å:
Cl  0.25727  -1.80615  -1.77466
O  -1.59780  1.09149  1.34165
N  -0.98849  1.42983  -0.90311
N  1.14170  -1.07118  1.37429
N  0.85728  0.08647  1.53160
C  -0.88033  0.99629  0.39632
H  1.34823  -2.63564  -1.69280
H  1.51016  -1.57914  2.17630
H  -1.24805  2.41123  -0.87142
H  -0.39996  1.07679  -1.57818



Formula: C4Cl2N2
Source: OMol25
Level of theory: wB97M-V/def2-TZVPD

Orbital gap (spin up / spin down)   7.984 / 6.107 eV
E_LUMO (spin up / spin down)   -0.0071 / -0.1059 hartree
2S+1   3

Positions of all 8 atoms, in Å:
Cl  2.14895  -0.33650  -1.68177
Cl  -1.76756  0.73548  0.84587
N  1.22771  -1.64937  1.16745
N  -1.45183  1.32885  -0.66696
C  0.30907  -0.93540  1.19494
C  -0.34051  0.89673  -1.16429
C  0.69204  0.24277  -1.26204
C  -0.81786  -0.28255  1.56679